[1]
A cluster of 2 separate species, C9H11NO2S in total in a non-equilibrium geometry. Source: OMol25; level of theory: the ωB97M-V functional and the def2-TZVPD basis.

Structure (ORCA input):
```
! wB97M-V def2-TZVPD RIJCOSX def2/J DEFGRID3
* xyz 0 1
C -2.381 1.331 1.005
C -2.866 1.036 -0.293
C -1.054 1.102 1.275
C -2.070 0.607 -1.334
C -0.242 0.494 0.264
C -0.684 0.319 -1.065
C 1.482 0.494 -1.827
C 1.064 0.142 0.601
C 2.025 -0.195 -0.553
N 0.156 -3.145 1.404
O 0.143 0.244 -2.129
O 3.352 0.129 -0.287
S 0.765 -1.789 2.163
H -3.033 1.767 1.807
H -3.926 1.045 -0.535
H -0.691 1.206 2.297
H -2.530 0.496 -2.322
H 1.506 1.644 -1.613
H 2.117 0.294 -2.760
H 1.520 0.430 1.567
H 1.888 -1.272 -0.887
H 0.782 -3.894 1.658
H -0.760 -3.523 1.608
H 3.439 1.036 -0.043
*
```


[2]
A structure of composition C9H11NO3 in a non-equilibrium geometry. Source: OMol25; level of theory: the ωB97M-V functional and the def2-TZVPD basis.

Structure (ORCA input):
```
! wB97M-V def2-TZVPD RIJCOSX def2/J DEFGRID3
* xyz 0 1
C -2.914 -0.680 1.028
C -2.958 -1.764 0.173
C -1.796 0.086 1.048
C -1.946 -1.950 -0.687
C -0.857 -0.164 0.064
C 0.449 2.013 -1.123
C 2.788 0.165 -1.574
C 1.516 0.373 1.907
C 0.859 0.891 -0.274
N -0.909 -1.070 -0.833
O 0.212 3.115 -0.692
O 1.519 -0.155 -0.890
O 1.256 1.322 0.922
H -3.647 -0.671 1.846
H -3.710 -2.466 0.107
H -1.915 1.006 1.671
H -1.915 -2.697 -1.495
H 0.081 1.755 -2.148
H 3.370 0.797 -0.953
H 2.646 0.693 -2.502
H 3.142 -0.754 -1.977
H 2.270 -0.453 1.708
H 0.585 -0.340 1.890
H 1.874 0.947 2.789
*
```


[3]
A structure of composition C9H11NSi in a non-equilibrium geometry. Source: OMol25; level of theory: the ωB97M-V functional and the def2-TZVPD basis.

Structure (ORCA input):
```
! wB97M-V def2-TZVPD RIJCOSX def2/J DEFGRID3
* xyz 0 1
C 1.783 -1.451 0.154
C -3.093 -0.277 -0.328
C -2.354 -1.437 -0.472
C -2.445 0.915 -0.045
C -0.976 -1.410 -0.342
C -1.068 0.945 0.081
C -0.315 -0.216 -0.066
C 1.692 0.557 1.789
C 1.163 -0.185 0.016
N 2.335 -2.450 0.280
Si 2.088 0.898 -1.261
H -4.167 -0.305 -0.435
H -2.847 -2.375 -0.685
H -3.013 1.826 0.072
H -0.408 -2.322 -0.459
H -0.574 1.879 0.303
H 1.336 1.572 1.789
H 2.763 0.464 1.813
H 1.180 -0.086 2.484
H 1.912 0.303 -2.585
H 3.498 0.917 -0.882
H 1.509 2.238 -1.222
*
```


[4]
A cluster of 3 separate species, C9H11O3 in total in a non-equilibrium geometry. Source: OMol25; level of theory: the ωB97M-V functional and the def2-TZVPD basis.

Structure (ORCA input):
```
! wB97M-V def2-TZVPD RIJCOSX def2/J DEFGRID3
* xyz -1 1
C -2.950 0.973 -0.212
C -2.804 -0.508 0.106
O -2.309 -0.980 1.167
O -3.411 -1.310 -0.650
H -1.850 1.294 -0.378
H -3.432 1.365 0.704
H -3.458 1.127 -1.063
C 3.216 -0.082 -2.295
C 0.626 0.397 1.032
C 1.181 -0.846 0.756
C 1.077 1.448 0.403
C 2.220 -0.932 -0.133
C 1.843 1.294 -0.785
C 2.447 0.131 -1.072
O -0.310 0.427 1.913
H -1.455 -0.356 1.996
H 1.160 -1.761 1.471
H 0.630 2.376 0.720
H 2.888 -1.734 -0.112
H 2.129 2.182 -1.585
H 2.819 -1.038 -2.763
H 4.320 -0.317 -2.091
H 3.359 0.522 -3.146
*
```


[5]
A structure of composition C9H12AlCl2N2O4Y in a non-equilibrium geometry. Source: OMol25; level of theory: the ωB97M-V functional and the def2-TZVPD basis.

Structure (ORCA input):
```
! wB97M-V def2-TZVPD RIJCOSX def2/J DEFGRID3
* xyz 4 1
Y -1.105 -0.105 -5.122
Al 0.438 0.271 -1.871
Cl 0.116 -1.567 -3.112
Cl -0.627 1.779 -3.158
C 1.691 1.764 -1.335
C 0.327 -1.541 -6.118
C 0.388 1.028 -6.415
O 2.009 2.788 -0.879
O 1.120 -2.370 -6.340
O 1.252 1.569 -6.991
C -2.771 -0.003 1.126
N -1.441 -0.034 1.721
C -1.404 -0.135 3.171
C -0.031 -0.490 3.687
C 1.039 0.201 2.882
N 0.874 -0.217 1.496
C 2.048 -0.494 0.656
C -0.348 -0.083 0.958
O -0.530 0.014 -0.346
H -2.699 -0.032 0.041
H -3.299 0.906 1.441
H -3.351 -0.864 1.489
H -1.727 0.819 3.612
H -2.140 -0.886 3.478
H 0.108 -1.578 3.637
H 0.044 -0.199 4.739
H 2.042 -0.080 3.209
H 0.934 1.296 2.974
H 2.611 0.422 0.454
H 2.692 -1.197 1.200
H 1.741 -0.983 -0.286
*
```


[6]
A structure of composition C9H12AsCl2OPtS5. Source: OMol25; level of theory: the ωB97M-V functional and the def2-TZVPD basis.

Structure (ORCA input):
```
! wB97M-V def2-TZVPD RIJCOSX def2/J DEFGRID3
* xyz -1 1
Pt 1.250 1.072 -0.506
S 4.742 3.496 -0.445
As 3.655 2.604 -1.985
S 3.159 0.447 -1.492
S 1.451 2.942 -1.718
S 4.282 2.902 -3.954
Cl -3.635 -0.655 -3.348
C -2.212 0.283 -3.897
Cl -1.220 0.857 -2.571
H -2.579 1.133 -4.458
H -1.608 -0.370 -4.513
C 0.157 -3.918 0.927
C 0.037 -2.417 0.936
C -1.145 -1.790 0.526
C -1.290 -0.424 0.587
C -0.237 0.361 1.077
C 0.976 -0.236 1.467
C 1.079 -1.631 1.393
S -0.437 2.172 1.390
C -1.657 1.920 2.686
O 0.754 2.615 2.159
H -0.704 -4.380 0.446
H 0.220 -4.306 1.946
H 1.057 -4.237 0.399
H -1.961 -2.392 0.142
H -2.211 0.043 0.261
H 1.704 0.349 2.019
H 2.001 -2.099 1.719
H -1.177 1.309 3.448
H -2.552 1.438 2.293
H -1.897 2.912 3.066
*
```


[7]
A cluster of 2 separate species, C9H12BBrO2 in total in a non-equilibrium geometry. Source: OMol25; level of theory: the ωB97M-V functional and the def2-TZVPD basis.

Structure (ORCA input):
```
! wB97M-V def2-TZVPD RIJCOSX def2/J DEFGRID3
* xyz 0 1
O 1.057 0.703 1.557
C 1.883 1.268 0.870
C 2.856 2.214 1.462
C 3.761 2.835 0.709
C 3.833 2.605 -0.752
O 4.659 3.170 -1.437
C 2.860 1.660 -1.345
C 1.955 1.038 -0.593
H 2.788 2.369 2.532
H 4.480 3.530 1.123
H 2.928 1.506 -2.415
H 1.236 0.343 -1.009
B -0.992 -1.497 0.612
C -1.789 -2.380 -0.448
Br -1.514 -1.670 -2.288
C -3.309 -2.480 -0.184
C -4.005 -1.119 0.087
H -0.583 -0.445 0.258
H -0.762 -1.808 1.732
H -1.395 -3.403 -0.385
H -3.756 -2.891 -1.094
H -3.540 -3.198 0.606
H -4.874 -1.042 -0.573
H -3.382 -0.249 -0.129
H -4.395 -1.058 1.104
*
```


[8]
A structure of composition C9H12BCl3F4NSiTl. Source: OMol25; level of theory: the ωB97M-V functional and the def2-TZVPD basis.

Structure (ORCA input):
```
! wB97M-V def2-TZVPD RIJCOSX def2/J DEFGRID3
* xyz -2 1
Tl 0.743 1.178 -1.074
C -1.005 0.899 2.201
N 0.234 0.440 1.592
C 1.378 0.771 2.424
C 0.199 -1.004 1.334
C -0.864 -1.395 0.329
C -1.731 -2.436 0.646
C -2.682 -2.858 -0.273
C -2.759 -2.214 -1.498
C -1.904 -1.154 -1.782
C -0.913 -0.705 -0.900
H -1.114 0.518 3.232
H -1.846 0.548 1.605
H -1.027 1.989 2.225
H 1.338 0.247 3.395
H 1.401 1.845 2.615
H 2.299 0.491 1.912
H 0.064 -1.547 2.287
H 1.178 -1.278 0.926
H -1.666 -2.927 1.614
H -3.361 -3.670 -0.034
H -3.488 -2.541 -2.234
H -2.018 -0.658 -2.743
Cl -0.820 4.560 -3.031
Si -1.630 3.055 -1.688
Cl -2.088 4.420 -0.035
Cl -3.640 3.051 -2.548
F 3.797 -0.179 -1.748
B 5.140 0.081 -2.102
F 5.892 -1.119 -1.985
F 5.210 0.543 -3.432
F 5.684 1.050 -1.230
*
```


[9]
A structure of composition C9H12BNO7Tb in a non-equilibrium geometry. Source: OMol25; level of theory: the ωB97M-V functional and the def2-TZVPD basis.

Structure (ORCA input):
```
! wB97M-V def2-TZVPD RIJCOSX def2/J DEFGRID3
* xyz -1 7
Tb -12.011 -3.802 -5.978
O -15.923 -4.486 -7.170
C -14.733 -4.305 -6.913
O -14.168 -3.284 -6.214
C -13.605 -5.309 -7.220
O -12.808 -5.082 -8.207
O -13.277 -6.020 -6.195
C -8.102 -6.224 -5.656
C -8.113 -4.945 -6.451
C -6.899 -4.140 -5.980
O -9.368 -4.225 -6.100
B -9.784 -3.581 -7.258
O -9.078 -3.926 -8.350
C -8.213 -5.074 -8.053
C -9.045 -6.268 -8.459
C -6.911 -4.958 -8.850
H -8.067 -5.939 -4.598
H -7.164 -6.701 -5.906
H -8.967 -6.846 -5.854
H -7.005 -3.880 -4.915
H -6.772 -3.224 -6.538
H -6.002 -4.753 -6.099
H -9.882 -6.452 -7.777
H -8.373 -7.106 -8.452
H -9.433 -6.102 -9.469
H -6.327 -4.063 -8.626
H -7.111 -4.964 -9.923
H -6.305 -5.826 -8.605
O -12.140 -4.103 -1.524
C -12.040 -3.976 -2.706
N -11.977 -3.830 -3.900
*
```


[10]
A structure of composition C9H12Br2ClGaO3P. Source: OMol25; level of theory: the ωB97M-V functional and the def2-TZVPD basis.

Structure (ORCA input):
```
! wB97M-V def2-TZVPD RIJCOSX def2/J DEFGRID3
* xyz -1 1
C -2.612 -2.862 1.975
C -3.503 -2.200 0.934
Br -3.914 -3.556 -0.493
C -2.997 -0.904 0.383
Br -1.151 -1.093 -0.303
Ga -3.148 0.622 1.773
P -0.910 1.070 2.474
O -0.366 1.995 1.190
Cl -1.280 2.636 3.849
H -1.797 -3.413 1.503
H -3.190 -3.549 2.596
H -2.173 -2.086 2.610
H -4.489 -2.006 1.358
H -3.557 -0.613 -0.505
H -3.991 0.073 3.023
H -3.845 1.875 1.073
H 0.500 1.651 0.940
C 3.144 -0.343 -1.891
C 3.966 -0.033 -2.890
C 4.425 1.362 -3.107
O 5.179 1.642 -4.015
C 3.925 2.402 -2.172
C 3.103 2.096 -1.173
C 2.656 0.697 -0.950
O 1.915 0.410 -0.038
H 2.786 -1.348 -1.711
H 4.336 -0.768 -3.593
H 4.269 3.411 -2.359
H 2.718 2.833 -0.480
*
```


[11]
A structure of composition C9H12Cl2EuN4O3Sc in a non-equilibrium geometry. Source: OMol25; level of theory: the ωB97M-V functional and the def2-TZVPD basis.

Structure (ORCA input):
```
! wB97M-V def2-TZVPD RIJCOSX def2/J DEFGRID3
* xyz 4 7
Eu -5.232 4.393 -2.262
Sc 0.380 1.399 -0.370
Cl -6.079 2.193 -3.109
Cl -0.013 3.042 1.157
C 2.410 1.884 -0.742
C -7.325 5.288 -3.506
C -5.393 7.145 -2.188
O 3.528 2.050 -1.069
O -8.212 5.777 -4.043
O -5.602 8.277 -2.248
C -0.182 -1.304 0.632
N 1.073 -0.541 0.246
C 1.843 -1.369 -0.762
N 2.223 -2.695 -0.187
C 0.964 -3.384 0.203
N 0.160 -2.653 1.224
C 1.042 -2.405 2.402
N 2.297 -1.671 2.086
C 1.920 -0.343 1.479
C 3.016 -2.457 1.047
H -0.783 -1.468 -0.274
H -0.750 -0.723 1.374
H 2.746 -0.825 -1.071
H 1.173 -1.546 -1.617
H 1.251 -4.356 0.623
H 0.352 -3.533 -0.699
H 0.480 -1.845 3.163
H 1.345 -3.379 2.811
H 2.838 0.198 1.218
H 1.331 0.220 2.219
H 3.250 -3.439 1.485
H 3.947 -1.933 0.779
*
```


[12]
A cluster of 2 separate species, C9H12Cl2NOP in total in a non-equilibrium geometry. Source: OMol25; level of theory: the ωB97M-V functional and the def2-TZVPD basis.

Structure (ORCA input):
```
! wB97M-V def2-TZVPD RIJCOSX def2/J DEFGRID3
* xyz 0 1
C -0.972 3.086 -0.466
C -1.882 2.310 0.249
C 0.399 2.984 -0.413
C -1.358 1.163 0.817
C 0.937 1.913 0.152
C 0.038 0.963 0.727
C 1.911 -0.688 1.576
C -0.913 -3.208 -0.348
C 0.497 -0.219 1.333
N 0.069 -2.189 -0.279
O 1.480 -0.365 -1.510
P 0.448 -1.398 -1.677
Cl -1.053 -0.533 -2.532
Cl 0.859 -2.804 -3.037
H -1.338 3.930 -0.991
H -2.936 2.534 0.238
H 1.006 3.785 -0.766
H -2.006 0.472 1.348
H 2.035 1.864 0.145
H 1.824 -1.792 1.697
H 2.577 -0.288 0.764
H 2.232 -0.214 2.553
H -1.754 -2.897 -1.009
H -0.560 -4.073 -0.734
H -1.337 -3.407 0.614
H -0.200 -0.930 1.549
*
```


[13]
The molecule C9H12ClN3 in a non-equilibrium geometry. Source: OMol25; level of theory: the ωB97M-V functional and the def2-TZVPD basis.

Structure (ORCA input):
```
! wB97M-V def2-TZVPD RIJCOSX def2/J DEFGRID3
* xyz 0 1
C 3.389 -2.170 0.838
N 3.411 -0.863 0.148
C 2.270 -0.220 -0.053
N 2.384 1.044 -0.545
C 3.662 1.559 -0.929
N 0.908 -0.718 0.035
C -0.298 0.046 0.052
C -0.257 1.339 0.635
C -1.459 1.896 0.940
C -2.743 1.231 0.632
C -2.688 -0.008 -0.136
Cl -4.061 -0.973 -0.445
C -1.424 -0.631 -0.490
H 3.371 -3.058 0.072
H 2.508 -2.391 1.580
H 4.552 -2.148 1.303
H 1.493 1.479 -0.902
H 4.485 1.264 -0.275
H 4.110 1.174 -1.947
H 3.597 2.650 -1.047
H 0.873 -1.768 0.182
H 0.796 1.726 0.860
H -1.604 2.940 1.384
H -3.634 1.669 0.983
H -1.159 -1.501 -1.025
*
```


[14]
The molecule C9H12ClNSi in a non-equilibrium geometry. Source: OMol25; level of theory: the ωB97M-V functional and the def2-TZVPD basis.

Structure (ORCA input):
```
! wB97M-V def2-TZVPD RIJCOSX def2/J DEFGRID3
* xyz 0 1
C -1.264 -2.002 1.961
C -2.002 -1.178 1.303
Si -1.463 0.312 0.275
Cl -2.206 2.121 1.321
N -2.173 0.476 -1.301
C -1.702 -0.112 -2.572
C 0.469 0.389 0.329
C 1.125 1.531 0.849
C 2.512 1.678 0.756
C 3.221 0.721 0.118
C 2.700 -0.460 -0.294
C 1.327 -0.610 -0.173
H -1.708 -2.732 2.640
H -0.236 -1.895 2.119
H -3.043 -1.501 1.457
H -3.063 0.834 -1.380
H -2.328 0.022 -3.396
H -0.850 0.558 -2.831
H -1.275 -1.191 -2.391
H 0.547 2.314 1.329
H 3.018 2.578 1.257
H 4.303 0.865 -0.061
H 3.376 -1.236 -0.812
H 0.714 -1.484 -0.503
*
```


[15]
The ion C9H12ClO2 with charge -1 in a non-equilibrium geometry. Source: OMol25; level of theory: the ωB97M-V functional and the def2-TZVPD basis.

Structure (ORCA input):
```
! wB97M-V def2-TZVPD RIJCOSX def2/J DEFGRID3
* xyz -1 1
C -2.550 -0.646 -0.392
C -1.449 -0.279 0.236
C -0.947 -1.047 1.458
C -0.875 1.092 -0.077
C -1.686 2.282 0.359
C 0.355 1.293 -0.664
C 1.189 0.216 -1.315
C 2.277 -0.178 -0.338
Cl 3.042 1.332 0.461
C 2.947 -1.287 -0.027
O 3.973 -1.417 0.663
O 2.295 -2.514 -0.505
H -3.010 0.008 -1.162
H -2.971 -1.596 -0.290
H -1.677 -1.827 1.644
H -0.952 -0.596 2.389
H -0.063 -1.667 1.421
H -1.254 3.212 -0.172
H -1.683 2.379 1.497
H -2.725 2.233 0.101
H 0.702 2.333 -0.797
H 0.496 -0.639 -1.417
H 1.626 0.526 -2.265
H 2.940 -3.212 -0.808
*
```


[16]
A structure of composition C9H12F4K3N2O17S4 in a non-equilibrium geometry. Source: OMol25; level of theory: the ωB97M-V functional and the def2-TZVPD basis.

Structure (ORCA input):
```
! wB97M-V def2-TZVPD RIJCOSX def2/J DEFGRID3
* xyz 1 1
K 4.458 -2.528 -2.506
K -7.966 3.637 -6.566
K -0.379 -5.144 -4.978
N -0.513 -0.154 -3.257
S -1.105 1.006 -4.276
O -0.107 1.738 -5.141
O -2.398 1.704 -3.917
F -1.731 -0.098 -5.282
S -0.716 0.738 -1.981
O -1.938 0.425 -1.200
O -0.175 2.064 -1.936
F 0.422 -0.055 -1.145
N 2.963 -0.664 -12.222
S 1.661 -1.706 -12.448
O 1.379 -3.007 -11.865
O 1.236 -1.605 -13.876
F 0.664 -0.716 -11.599
S 3.762 -1.920 -11.820
O 4.122 -2.888 -12.836
O 3.914 -2.207 -10.401
F 5.137 -1.074 -12.071
C 4.765 7.007 3.692
C 3.880 5.823 3.072
O 3.014 5.460 4.203
C 3.432 6.078 5.297
O 3.117 5.967 6.426
O 4.400 7.009 4.975
H 4.470 7.996 3.341
H 5.831 6.836 3.838
H 4.568 4.978 3.055
H 3.557 6.008 2.047
C -2.490 -5.980 4.892
C -3.520 -5.176 4.026
O -2.811 -5.088 2.836
C -1.536 -5.509 2.837
O -0.776 -5.498 1.919
O -1.388 -6.065 4.072
H -2.850 -6.996 5.053
H -2.429 -5.477 5.857
H -3.773 -4.273 4.582
H -4.449 -5.729 3.888
C -1.792 0.213 7.099
C -2.842 0.995 6.257
O -3.894 1.048 7.207
C -3.814 0.235 8.112
O -4.611 0.005 8.989
O -2.615 -0.324 8.121
H -1.089 0.888 7.587
H -1.304 -0.537 6.477
H -3.316 0.559 5.378
H -2.426 2.000 6.187
*
```


[17]
A structure of composition C9H12FeNS4Sb. Source: OMol25; level of theory: the ωB97M-V functional and the def2-TZVPD basis.

Structure (ORCA input):
```
! wB97M-V def2-TZVPD RIJCOSX def2/J DEFGRID3
* xyz -1 6
Fe 0.306 -0.329 -0.530
S -2.014 -1.886 -4.587
Sb -1.652 -1.021 -2.446
S 1.512 1.591 -0.569
S -0.243 -2.499 -1.061
S -3.896 -1.616 -2.181
C -2.196 0.962 0.740
N -0.953 0.327 1.185
C -1.248 -0.898 1.943
C -0.200 1.261 2.054
C 1.264 0.929 2.137
C 1.873 0.729 3.371
C 3.219 0.419 3.466
C 3.968 0.260 2.309
C 3.382 0.472 1.071
C 2.043 0.857 0.965
H -2.796 1.294 1.598
H -2.784 0.255 0.153
H -1.953 1.819 0.112
H -1.852 -0.663 2.831
H -0.316 -1.367 2.256
H -1.780 -1.600 1.305
H -0.657 1.220 3.052
H -0.308 2.278 1.673
H 1.272 0.806 4.270
H 3.675 0.276 4.437
H 5.013 -0.014 2.373
H 3.951 0.357 0.158
*
```


| no. | DFT total energy (Ha) |
| --- | --- |
| 1 | -952.85812 |
| 2 | -629.86675 |
| 3 | -693.73036 |
| 4 | -575.23832 |
| 5 | -1960.23508 |
| 6 | -5691.86088 |
| 7 | -3099.40419 |
| 8 | -2672.20652 |
| 9 | -1781.13716 |
| 10 | -8450.28425 |
| 11 | -3184.67448 |
| 12 | -1741.85463 |
| 13 | -974.52438 |
| 14 | -1154.60500 |
| 15 | -960.77070 |
| 16 | -5530.27099 |
| 17 | -3501.72969 |